{"formula": "C26H58P4RuS", "method": "ωB97M-V with the def2-TZVPD basis set", "symbols": ["Ru", "P", "P", "P", "H", "C", "C", "H", "C", "C", "C", "C", "C", "C", "C", "C", "C", "H", "H", "H", "H", "H", "H", "H", "H", "H", "H", "H", "H", "H", "H", "H", "H", "H", "H", "H", "H", "H", "H", "H", "H", "H", "H", "H", "H", "H", "C", "C", "C", "C", "C", "C", "S", "H", "H", "H", "H", "H", "H", "C", "C", "C", "P", "C", "C", "C", "C", "C", "C", "H", "H", "H", "H", "H", "H", "H", "H", "H", "H", "H", "H", "H", "H", "H", "H", "H", "H", "H", "H", "H"], "positions_angstrom": [[0.414257, 1.822279, -1.983529], [1.857603, 2.046840, -0.055226], [-1.343473, 2.593721, -0.850660], [1.120379, 2.944797, -3.729747], [0.062534, -0.800736, 1.216415], [0.022279, -1.905338, 1.205664], [1.237733, -2.388262, 0.584367], [2.170842, -2.439699, 1.121604], [1.616092, 1.138351, 1.517158], [1.926813, 3.828297, 0.445379], [3.623419, 1.659322, -0.323829], [-2.978346, 1.746449, -1.021168], [-1.360598, 2.651233, 0.985216], [-1.728953, 4.310895, -1.318328], [2.415840, 2.061832, -4.646343], [1.837013, 4.584942, -3.372329], [-0.198270, 3.157556, -4.947241], [-0.817620, -2.143514, 0.480943], [1.191031, -2.674707, -0.468000], [1.943543, 0.092926, 1.394816], [0.566223, 1.135789, 1.840997], [2.216222, 1.596798, 2.323768], [0.951707, 4.192551, 0.783989], [2.242311, 4.413618, -0.428290], [2.664260, 3.925055, 1.252665], [3.743148, 0.576988, -0.445258], [4.226141, 1.987527, 0.536832], [3.984825, 2.151699, -1.233730], [-3.788021, 2.462381, -0.818538], [-3.053913, 0.940009, -0.277103], [-3.123614, 1.313182, -2.021351], [-2.177225, 3.304084, 1.322017], [-0.419073, 3.010708, 1.411610], [-1.574273, 1.646114, 1.372478], [-2.552834, 4.680118, -0.692960], [-2.027725, 4.332070, -2.374585], [-0.846900, 4.944588, -1.165163], [2.283307, 2.235809, -5.718365], [2.336317, 0.988841, -4.433048], [3.400308, 2.424676, -4.341157], [1.984333, 5.161467, -4.294643], [2.796235, 4.464733, -2.847960], [1.158589, 5.115060, -2.692419], [0.126560, 2.695965, -5.889039], [-0.378071, 4.229821, -5.072108], [-1.106803, 2.651961, -4.600774], [-0.830237, -0.856531, -4.349911], [-1.747661, -0.929572, -5.435783], [-1.550776, -1.897201, -6.422175], [-0.453926, -2.785327, -6.321905], [0.413526, -2.743258, -5.216735], [0.241539, -1.773378, -4.232122], [-1.138922, 0.132345, -2.996574], [1.602295, 2.926619, -1.799324], [-2.610954, -0.253862, -5.445141], [-2.223474, -1.955517, -7.279193], [-0.253767, -3.479243, -7.138972], [1.254138, -3.436656, -5.103738], [0.869524, -1.727215, -3.343894], [-0.441909, -4.783360, 1.687340], [-1.265917, -3.871258, 2.633875], [-1.636302, -4.616630, 3.916995], [-0.524600, -2.231062, 2.925907], [-1.716271, -0.897224, 3.448049], [-2.971998, -1.495528, 4.083732], [-1.157349, 0.238003, 4.345051], [0.843136, -2.111846, 4.121934], [0.396228, -2.498160, 5.546363], [2.095688, -2.889055, 3.714029], [0.559610, -4.974127, 2.108933], [-0.307036, -4.356131, 0.679602], [-0.948362, -5.757512, 1.580943], [-2.192532, -3.603309, 2.092487], [-0.752522, -5.033143, 4.421605], [-2.208883, -4.007866, 4.630229], [-2.270885, -5.466068, 3.626792], [-2.000938, -0.438806, 2.485948], [-2.755432, -1.963665, 5.056411], [-3.681822, -0.681983, 4.281978], [-3.470401, -2.224647, 3.430457], [-0.260290, 0.733837, 3.938702], [-0.939436, -0.108201, 5.371503], [-1.939314, 1.011415, 4.440753], [1.104911, -1.039289, 4.135312], [0.214687, -3.579363, 5.621405], [1.217475, -2.256958, 6.236798], [-0.491269, -1.956177, 5.900027], [2.529557, -2.498118, 2.790838], [2.866233, -2.768129, 4.487836], [1.890518, -3.965660, 3.610625]], "forces_ev_per_angstrom": [[2.0, -1.2, 1.3], [0.9, -0.3, 0.8], [-3.4, 0.8, 1.8], [0.9, 1.4, -2.3], [-0.2, 0.0, -0.2], [-1.6, 1.6, -0.7], [0.9, -0.6, -0.4], [0.0, -0.1, -0.4], [-0.2, -0.1, 0.5], [0.0, -0.5, 0.0], [0.0, 0.1, -0.2], [-0.2, 0.0, -0.3], [0.2, 0.1, 0.2], [0.1, 0.2, -0.1], [0.2, -0.3, 0.2], [-0.2, 0.1, -0.2], [-0.3, 0.0, -0.1], [0.4, 0.3, 1.2], [0.2, 0.0, 0.4], [0.0, 0.4, -0.1], [0.4, 0.0, -0.1], [-0.1, -0.1, -0.4], [0.3, 0.0, -0.1], [0.0, 0.0, 0.3], [-0.2, 0.1, -0.2], [0.0, 0.2, 0.0], [-0.2, -0.1, -0.3], [0.0, -0.1, 0.2], [0.3, -0.1, 0.0], [0.1, 0.2, -0.3], [0.0, 0.3, 0.4], [0.2, -0.1, -0.1], [-0.4, -0.1, 0.0], [0.2, 0.2, -0.1], [0.2, -0.1, -0.2], [0.1, 0.1, 0.3], [-0.2, 0.0, -0.1], [0.1, 0.0, 0.2], [0.1, 0.2, -0.2], [-0.1, -0.2, 0.0], [0.0, -0.1, 0.3], [-0.2, 0.0, -0.3], [0.1, 0.1, -0.3], [-0.2, 0.3, 0.2], [-0.1, -0.2, -0.2], [0.1, 0.2, -0.2], [0.1, -0.1, 0.8], [-0.2, -0.6, -0.6], [0.0, 0.7, 0.5], [0.0, 0.3, -0.1], [0.5, 0.5, 0.9], [0.2, -1.0, -1.0], [-0.1, 0.0, -0.6], [-0.4, -0.8, -0.2], [0.4, -0.3, -0.1], [0.2, 0.0, 0.3], [-0.2, 0.1, 0.3], [-0.5, 0.2, -0.3], [0.0, 0.0, -0.3], [0.4, 0.1, 0.1], [-0.4, -0.3, 0.2], [-0.3, -0.4, 0.1], [0.5, -0.3, -0.2], [-0.1, 0.0, -0.4], [-0.4, 0.0, 0.2], [0.1, 0.0, 0.1], [0.3, 0.0, 0.2], [0.0, -0.2, 0.2], [0.3, -0.2, 0.1], [-0.4, 0.0, -0.2], [-0.1, -0.3, 0.5], [0.1, 0.5, 0.1], [0.2, 0.0, 0.2], [-0.3, 0.2, -0.2], [0.3, -0.2, -0.2], [0.2, 0.2, 0.2], [0.0, -0.1, 0.1], [-0.1, 0.1, -0.4], [0.1, -0.2, -0.1], [0.1, 0.2, 0.3], [-0.3, -0.2, 0.1], [-0.1, 0.2, -0.6], [0.3, -0.4, -0.1], [-0.2, -0.2, -0.1], [0.0, 0.4, 0.0], [-0.2, -0.1, -0.2], [0.2, -0.3, -0.2], [0.0, -0.2, 0.4], [-0.3, -0.1, -0.1], [0.2, 0.4, 0.0]], "homo_lumo_gap_ev": [7.8, 6.2], "multiplicity": 6, "total_charge": 3, "s2": 8.787}